(1)
ORCA calculation (ωB97M-V/def2-TZVPD) on a gas-phase ion, C5H11N2 (charge +1) at a distorted geometry.

XYZ file:
```
18
C5H11N2 (ωB97M-V/def2-TZVPD)
C 1.4652 -0.7256 0.3196
C 0.6819 0.4802 0.6475
C -0.2631 -0.5571 -0.0312
C -1.3523 -1.0455 0.9097
C -0.5998 -0.5632 -1.5411
N 2.5888 -1.2256 0.3720
N 1.0748 2.0149 0.2190
H 0.3080 0.6559 1.6742
H -2.0149 -0.3322 1.3369
H -0.9956 -1.5181 1.7813
H -1.9488 -1.7374 0.3883
H -1.3435 0.1616 -1.9914
H -1.0349 -1.5444 -1.7728
H 0.3108 -0.5569 -2.1299
H 2.7380 -2.2356 0.0183
H 1.7724 1.9733 -0.4848
H 1.3759 2.3974 1.0853
H 0.3007 2.5542 -0.2472
```

The value obtained for the max |F| is 0.071 Eh/bohr. The SMILES is [H]/N=C1/[C@@H]([NH3+])C1(C)C. Its total charge is +1. Its relative energy (zero: lowest compared OMol25 entry of this formula, charge and spin) is 344.0 kJ/mol. For the HOMO-LUMO gap, the calculation gives 8.984 eV. The value obtained for the total energy is -306.2525 a.u.

Atomic partial charges in e from the Mulliken method, atoms 1 to 8: C 0.05; C -0.29; C 0.98; C -1.57; C -1.35; N -0.55; N -0.30; H 0.33


(2)
ORCA calculation (ωB97M-V/def2-TZVPD) on C5H6N2O in the gas phase at a distorted geometry.

XYZ file:
```
14
C5H6N2O (ωB97M-V/def2-TZVPD)
C 1.3767 -0.3055 0.6179
C 1.0517 1.2121 0.3267
C -0.3528 0.7125 -0.0737
C -1.2448 -1.2495 0.1917
C -0.0868 -0.6316 0.2237
H 3.2911 -0.6898 -0.2493
H 1.8828 -1.5255 -1.3016
H 2.0807 -0.4642 1.5127
H 0.8359 1.8988 1.3339
H 1.7722 1.8357 -0.3653
H -1.6560 -2.1932 0.9189
N 2.1488 -0.4937 -0.7788
N -1.4956 1.0987 -0.3791
O -2.1554 -0.1906 -0.1827
```

The value obtained for the max |F| is 0.121 Eh/bohr. The SMILES is N[C@H]1Cc2nocc21. Its total charge is 0. Its relative energy (zero: lowest compared OMol25 entry of this formula, charge and spin) is 678.4 kJ/mol. For the HOMO-LUMO gap, the calculation gives 10.255 eV. The value obtained for the total energy is -378.6126 a.u.

Atomic partial charges in e from the Mulliken method, atoms 1 to 8: C 0.33; C -0.49; C 0.42; C -0.43; C -0.16; H 0.27; H 0.28; H 0.44


(3)
ORCA calculation (ωB97M-V/def2-TZVPD) on 2 unconnected molecules or ions with the total composition C6H7Cl3Si2 at a distorted geometry.

XYZ file:
```
18
C6H7Cl3Si2 (ωB97M-V/def2-TZVPD)
C 0.7785 1.4302 -1.4099
C -0.6599 1.4674 -1.1933
C 1.4213 0.3839 -0.7855
C -1.2610 0.5198 -0.4094
C 0.7805 -0.6700 -0.1254
C -0.5891 -0.5266 0.1826
Si -1.4759 -1.9279 1.1337
Si -4.7585 2.1093 -0.9000
Cl -3.2773 -1.2239 1.5772
Cl -1.7291 -3.5759 -0.0575
Cl -5.2617 0.3427 0.0594
H 1.3957 2.1375 -1.9986
H -1.3442 2.0345 -1.7467
H 2.5096 0.3887 -0.8658
H -2.3118 0.6930 -0.1753
H 1.2816 -1.5226 0.1426
H -0.7950 -2.2139 2.4474
H -4.2941 2.8244 0.2085
```

Its multiplicity is 3. The value obtained for the max |F| is 0.068 Eh/bohr. Its total charge is 0. Its relative energy (zero: lowest compared OMol25 entry of this formula, charge and spin) is 0.0 kJ/mol. For the HOMO-LUMO gap (spin up / spin down), the calculation gives 7.902 / 6.888 eV. The value obtained for the total energy is -2192.3877 a.u.

Atomic partial charges in e from the Mulliken method, atoms 1 to 8: C -0.49; C -0.32; C -0.41; C 0.50; C -0.65; C 0.25; Si 0.60; Si 0.21


(4)
ORCA calculation (ωB97M-V/def2-TZVPD) on 2 unconnected molecules or ions with the total composition C10H14BrN2 at a distorted geometry.

XYZ file:
```
27
C10H14BrN2 (ωB97M-V/def2-TZVPD)
C -3.1084 2.1554 0.5261
C -1.7783 2.0037 0.7599
C -3.5943 1.7386 -0.6730
C -1.4440 0.9423 -1.4283
C -1.0455 1.4311 -0.2084
C 2.8425 -0.6933 -0.6888
C 2.5152 0.4755 0.2437
C 1.5214 -1.4561 -0.8467
C 1.2414 -0.0074 0.9041
C -0.3269 -1.9989 0.6451
N -2.7727 1.1563 -1.5994
N 1.0298 -1.4405 0.5899
Br 0.9186 0.1450 2.8099
H -3.9493 2.7075 1.1177
H -1.3761 2.1292 1.7531
H -4.5806 1.8579 -0.9062
H -0.8054 0.5239 -2.3156
H 3.1730 -0.3397 -1.5610
H 3.3890 -1.3961 -0.1275
H 3.3085 0.6365 0.9748
H 2.3015 1.3255 -0.3635
H 0.7413 -1.0331 -1.4726
H 1.6590 -2.4512 -1.1751
H -0.7473 -1.2689 0.0882
H -0.2289 -3.0174 0.3157
H -0.5873 -2.0979 1.6843
H 1.7037 -2.0279 0.9537
```

The value obtained for the max |F| is 0.092 Eh/bohr. Its total charge is +1. Its relative energy (zero: lowest compared OMol25 entry of this formula, charge and spin) is 495.2 kJ/mol. For the HOMO-LUMO gap (spin up / spin down), the calculation gives 8.868 / 6.922 eV. The value obtained for the total energy is -3072.5065 a.u.

Atomic partial charges in e from the Mulliken method, atoms 1 to 8: C -0.26; C -0.31; C -0.26; C -0.34; C 0.44; C -0.80; C -0.30; C -0.40


(5)
ORCA calculation (ωB97M-V/def2-TZVPD) on C4H5Cl in the gas phase at a distorted geometry.

XYZ file:
```
10
C4H5Cl (ωB97M-V/def2-TZVPD)
C 0.7256 0.0888 -0.3521
C 1.1525 1.2709 -0.0632
C -0.1013 -1.1043 -0.3774
C -1.1330 -0.5876 0.5722
Cl -2.4341 0.3406 -0.0671
H 0.6898 1.9884 0.5986
H 2.0625 1.6235 -0.5256
H -0.5094 -1.3086 -1.3664
H 0.4182 -1.9844 -0.0058
H -0.8709 -0.3271 1.5867
```

The value obtained for the max |F| is 0.024 Eh/bohr. Its total charge is 0. Its relative energy (zero: lowest compared OMol25 entry of this formula, charge and spin) is 278.8 kJ/mol. For the HOMO-LUMO gap (spin up / spin down), the calculation gives 8.074 / 8.430 eV. The value obtained for the total energy is -615.4495 a.u.

Atomic partial charges in e from the Mulliken method, atoms 1 to 8: C -0.07; C -0.59; C -0.05; C -0.48; Cl -0.16; H 0.26; H 0.24; H 0.23


(6)
ORCA calculation (ωB97M-V/def2-TZVPD) on 2 unconnected molecules or ions with the total composition C5H13NO at a distorted geometry.

XYZ file:
```
20
C5H13NO (ωB97M-V/def2-TZVPD)
C 0.2689 -2.2461 0.6120
N -0.1347 -1.3796 -0.4553
C 0.6623 -1.4625 -1.6644
C -0.3698 0.0023 -0.0461
C -0.3991 -0.0955 1.4863
C -0.4839 -1.5987 1.8310
H 0.1278 -3.3197 0.4954
H 1.3732 -2.1744 0.7723
H 1.5093 -0.7737 -1.8065
H 1.0030 -2.4840 -1.8635
H 0.0074 -1.2916 -2.5287
H 0.3809 0.7561 -0.3052
H -1.2933 0.3110 -0.5439
H 0.5017 0.2859 1.9523
H -1.3122 0.2742 1.9669
H -1.4690 -2.0462 1.9407
H 0.0370 -1.8276 2.7654
H 0.2864 6.5675 -0.9143
H -0.2122 6.0218 -2.2438
O -0.4838 6.4806 -1.4505
```

The value obtained for the max |F| is 0.045 Eh/bohr. The SMILES is CN1CCCC1.O. Its total charge is 0. Its relative energy (zero: lowest compared OMol25 entry of this formula, charge and spin) is 147.1 kJ/mol. For the HOMO-LUMO gap, the calculation gives 9.034 eV. The value obtained for the total energy is -328.2628 a.u.

Atomic partial charges in e from the Mulliken method, atoms 1 to 8: C -0.67; N -0.01; C -1.09; C -0.62; C -0.47; C -0.64; H 0.36; H 0.32